Entry from the OMol25 dataset: one molecule with the formula C5H9N3O (ωB97M-V/def2-TZVPD).

Properties
**Energy above the lowest of the compared OMol25 structures with the same formula, charge and spin**: 0.0 kcal/mol
**F_max**: 11.31 eV Å⁻¹
**HOMO (alpha / beta)**: -5.0 / -8.7 eV
**Multiplicity**: 3

Cartesian coordinates (Å):
C (-0.4705, -0.1915, 0.0351)
C (-1.4931, -0.8426, 0.5993)
C (0.1315, 1.1253, -0.0311)
C (2.9410, 0.3192, -2.0430)
C (-3.0016, -1.7012, 2.1564)
N (1.2064, 1.0608, -0.7050)
N (1.6889, 0.0097, -1.4229)
N (-2.6386, -1.1865, 0.8417)
O (-0.2174, 2.4267, 0.2062)
H (0.1028, -1.0433, -0.4278)
H (3.2856, 1.3598, -1.8103)
H (3.6925, -0.3787, -1.7270)
H (2.8737, 0.2316, -3.1391)
H (-2.5075, -2.6848, 2.2719)
H (-2.5686, -1.0935, 2.9234)
H (-4.0469, -1.5912, 2.1907)
H (1.9379, 1.8645, -0.6770)
H (-0.9160, 2.3157, 0.7585)